Record 1
A structure of composition C19H19BeN8, computed with ωB97M-V/def2-TZVPD.

Structure (XYZ):
```
47
Properties=species:S:1:pos:R:3:forces:R:3:mulliken_charge:R:1
Be 0.084 0.322 0.443 0.0 0.1 0.0 -0.341
N 2.074 0.585 3.642 0.1 0.0 0.0 0.007
C 1.818 -0.746 3.877 0.0 0.0 0.1 -0.698
C 0.932 -1.139 2.921 0.0 0.0 -0.1 -0.297
N 0.660 -0.074 2.103 0.1 0.0 0.0 0.255
C 1.369 0.944 2.563 -0.1 -0.1 0.0 -0.133
C 1.245 2.157 1.780 0.0 0.0 0.0 0.057
N 0.435 2.057 0.739 0.0 0.1 0.0 0.134
C 0.468 3.272 0.104 0.0 -0.1 -0.1 -0.359
C 1.321 4.096 0.772 0.0 0.1 0.0 -0.698
N 1.794 3.375 1.843 0.1 0.0 0.0 -0.057
H 2.779 1.140 4.101 0.0 0.0 0.0 0.290
H 2.278 -1.279 4.690 0.0 0.0 0.0 0.420
H 0.482 -2.106 2.774 0.0 0.0 0.0 0.497
H -0.112 3.473 -0.779 0.0 0.0 0.0 0.473
H 1.626 5.110 0.590 0.0 0.0 0.0 0.425
H 2.560 3.643 2.442 0.0 0.0 0.0 0.299
N 1.522 -0.068 -0.551 0.0 -0.1 0.1 -0.087
C 2.566 -0.243 -0.049 0.1 0.1 -0.2 0.842
C 3.770 -0.340 0.599 0.0 0.0 0.1 -0.353
C 4.399 -1.604 0.770 0.0 0.0 0.0 0.106
N 4.882 -2.639 0.912 0.0 0.0 0.0 -0.457
C 4.198 0.824 1.292 0.0 0.0 -0.2 0.290
N 4.427 1.801 1.863 0.0 0.0 0.1 -0.550
C -2.069 -1.844 -3.875 0.0 0.0 0.0 -0.904
N -0.865 -1.507 -3.069 0.0 0.0 0.0 -0.012
C -0.561 -0.050 -3.159 0.0 0.0 0.0 -0.754
C -0.959 -2.008 -1.624 0.0 0.0 0.0 -1.398
C -1.960 -1.251 -0.801 0.0 0.0 0.0 1.344
C -3.298 -1.647 -0.867 0.0 0.0 0.0 -0.441
C -4.270 -0.962 -0.159 0.0 0.0 0.0 -0.767
C -3.894 0.117 0.628 0.0 0.0 0.0 -1.059
C -2.556 0.476 0.715 0.0 0.0 0.0 -0.168
C -1.536 -0.189 0.016 0.0 0.0 0.0 -0.035
H -1.892 -1.553 -4.907 0.0 0.0 0.0 0.337
H -2.915 -1.295 -3.472 0.0 0.0 0.0 0.446
H -2.255 -2.913 -3.814 0.0 0.0 0.0 0.350
H -0.074 -2.004 -3.478 0.0 0.0 0.0 0.326
H -1.395 0.495 -2.726 0.0 0.0 0.0 0.399
H -0.439 0.210 -4.208 0.0 0.0 0.0 0.369
H 0.346 0.155 -2.598 0.0 0.0 0.0 0.228
H 0.046 -1.905 -1.224 0.0 0.0 0.0 0.388
H -1.207 -3.066 -1.711 0.0 0.0 0.0 0.554
H -3.583 -2.513 -1.457 0.0 0.0 0.0 0.501
H -5.305 -1.274 -0.209 0.0 0.0 0.0 0.396
H -4.642 0.663 1.189 0.0 0.0 0.0 0.433
H -2.294 1.305 1.366 0.0 0.0 0.0 0.403
```
Forces are in eV/Å.

Its frontier orbital gap is 0.3118 Ha. The LUMO energy comes out at -2.716 eV. The calculation puts the largest force on an atom at 0.0046 Eh/bohr. Its net charge is +1.

=====

Record 2
A structure of composition C36H34BiBrClF3N3O2Te, computed with ωB97M-V/def2-TZVPD.

Structure (XYZ):
```
82
Properties=species:S:1:pos:R:3:forces:R:3:mulliken_charge:R:1
Bi -1.426 0.527 -1.013 0.4 0.2 0.4 1.787
Cl 5.118 2.216 -1.962 -0.1 0.0 0.0 -0.280
C 3.445 2.335 -1.453 0.0 0.0 0.0 0.214
C 3.147 2.420 -0.097 0.0 0.0 0.0 -0.698
C 1.832 2.486 0.320 0.0 0.0 0.0 -0.275
C 0.783 2.476 -0.612 0.1 -0.1 0.1 -0.180
O -0.488 2.423 -0.230 -0.2 0.0 -0.1 -0.898
C 1.117 2.444 -1.981 -0.1 -0.1 -0.1 0.716
C -0.044 2.472 -2.890 0.1 0.1 0.1 -0.656
N -0.212 1.638 -3.835 -0.2 0.0 -0.1 -0.163
C -1.473 1.630 -4.498 0.1 0.0 0.0 -0.042
C -1.463 1.361 -5.858 0.0 0.0 0.0 -0.040
C -2.630 1.299 -6.608 0.0 0.0 0.1 -0.929
C -3.836 1.492 -5.955 0.0 0.0 0.0 -0.680
C -3.886 1.711 -4.584 -0.1 0.1 0.0 1.062
C -5.154 1.962 -3.909 0.0 0.0 -0.1 -0.980
C -5.206 2.165 -2.595 0.1 0.0 0.2 -0.642
C -3.990 2.068 -1.763 0.1 -0.1 -0.2 -0.430
N -2.744 1.939 -2.436 -0.2 0.1 -0.3 -0.499
C -2.708 1.760 -3.799 0.0 0.0 0.4 0.124
C 2.440 2.339 -2.398 0.0 0.0 -0.1 -0.559
H 3.952 2.412 0.627 0.0 0.0 0.0 0.428
H 1.585 2.498 1.375 0.0 0.0 0.0 0.416
H -0.821 3.187 -2.620 0.0 0.1 0.0 0.584
H -0.494 1.223 -6.326 0.0 0.0 0.0 0.425
H -2.596 1.106 -7.672 0.0 0.0 0.0 0.368
H -4.769 1.467 -6.509 0.0 0.0 0.0 0.349
H -6.053 2.003 -4.514 0.0 0.0 0.0 0.326
H -6.142 2.376 -2.092 0.0 0.0 0.0 0.424
H -3.949 2.835 -0.993 0.0 0.0 0.0 0.591
H 2.668 2.273 -3.454 0.0 0.0 0.0 0.492
C 3.002 -3.164 4.802 0.0 0.0 0.0 -1.660
C 3.120 -1.635 4.714 0.0 0.0 0.0 2.055
C 4.519 -1.272 4.198 0.0 0.0 0.0 -1.717
C 2.968 -1.062 6.123 0.0 0.0 0.0 -2.060
C 2.051 -1.101 3.759 -0.1 -0.1 0.0 -0.284
C 2.096 -1.426 2.407 0.0 0.1 0.0 -0.881
C 1.088 -1.014 1.564 0.0 -0.1 0.0 -0.038
Br 1.249 -1.496 -0.270 0.0 0.0 -0.1 -0.270
C -0.060 -0.295 1.972 0.1 0.2 0.1 0.479
O -1.069 -0.048 1.185 0.1 -0.4 -0.3 -0.777
C -0.038 0.139 3.324 0.0 0.0 0.1 -0.078
C 0.979 -0.315 4.166 0.0 0.1 0.0 0.580
C -1.082 1.091 3.945 0.1 0.0 0.0 1.888
C -2.072 1.708 2.949 0.0 0.0 0.0 -1.702
C -0.346 2.268 4.612 0.0 0.0 0.0 -1.664
C -1.887 0.335 5.012 0.0 0.0 0.0 -1.808
H 3.773 -3.574 5.462 0.0 0.0 0.0 0.445
H 3.115 -3.621 3.817 0.0 0.0 0.0 0.328
H 2.023 -3.449 5.193 0.0 0.0 0.0 0.362
H 5.284 -1.602 4.907 0.0 0.0 0.0 0.454
H 4.613 -0.192 4.066 0.0 0.0 0.0 0.376
H 4.731 -1.745 3.238 0.0 0.0 0.0 0.308
H 3.760 -1.458 6.765 0.0 0.0 0.0 0.446
H 2.009 -1.337 6.568 0.0 0.0 0.0 0.348
H 3.046 0.027 6.124 0.0 0.0 0.0 0.398
H 2.918 -1.998 1.994 0.0 0.0 0.0 0.361
H 0.933 -0.010 5.202 0.0 0.0 0.0 0.198
H -1.566 2.185 2.108 0.0 0.0 0.1 0.206
H -2.654 2.468 3.483 0.0 0.0 0.0 0.475
H -2.759 0.973 2.539 0.0 0.0 0.0 0.199
H 0.229 2.824 3.868 0.0 0.0 0.0 0.270
H 0.340 1.949 5.398 0.0 0.0 0.0 0.339
H -1.074 2.951 5.059 0.0 0.0 0.0 0.479
H -2.416 -0.506 4.557 0.0 0.0 0.0 0.365
H -2.628 1.000 5.465 0.0 0.0 0.0 0.482
H -1.248 -0.055 5.808 0.0 0.0 0.0 0.270
F 2.295 -4.825 -5.076 0.1 0.0 0.0 -0.261
C 1.010 -5.111 -4.814 0.0 0.1 0.1 0.791
F 0.995 -6.225 -4.067 0.0 -0.1 0.1 -0.280
F 0.437 -5.423 -5.991 -0.1 0.0 -0.1 -0.253
C 0.305 -3.961 -4.146 0.0 -0.1 0.0 0.481
C -0.566 -4.176 -3.094 0.0 0.0 0.0 -0.756
C -1.202 -3.073 -2.543 0.0 0.1 0.0 -0.342
N -1.012 -1.831 -2.979 -0.1 0.0 0.0 -0.030
C -0.167 -1.635 -3.992 0.0 0.0 0.1 0.173
C 0.513 -2.673 -4.609 0.0 0.0 0.0 -1.187
H -0.739 -5.166 -2.700 0.0 0.0 0.0 0.442
H -1.887 -3.190 -1.711 0.0 0.0 0.0 0.372
H -0.014 -0.604 -4.297 0.0 -0.1 0.0 0.366
H 1.196 -2.474 -5.424 0.0 0.0 0.0 0.422
Te -4.113 0.280 -0.304 -0.4 0.0 0.1 -0.461
```
Forces are in eV/Å.

Its frontier orbital gap is 0.2313 Ha. Its relative energy (zero: lowest compared OMol25 entry of this formula, charge and spin) is 37.8 kcal/mol. The LUMO energy comes out at 2.322 eV. The calculation puts the largest force on an atom at 0.0118 Eh/bohr. Its net charge is -1.